Computed, not measured: 16 unconnected molecules or ions with the total composition C81H205N11O27, with wB97M-V/def2-TZVPD.

```
324
Properties=species:S:1:pos:R:3:forces:R:3
C 0.322235 5.410326 -7.320690 2.0 -0.8 -1.6
C -0.429668 4.072262 -7.196733 2.3 0.5 -0.6
C -1.283321 4.046409 -5.993399 -0.8 -0.8 0.9
O -1.210675 3.901686 -8.387792 -1.1 -0.1 1.2
H 0.743450 5.447478 -8.358338 -0.6 0.1 0.5
H 1.243856 5.626428 -6.744476 -0.8 -0.7 0.5
H -0.341146 6.210616 -7.202947 -0.9 1.2 0.1
H 0.360138 3.285166 -7.099900 -0.7 0.2 -0.3
H -0.709035 4.426257 -5.139795 0.0 -0.2 -0.1
H -1.589880 2.992901 -5.784432 -0.1 0.9 0.0
H -2.158045 4.693130 -6.108525 -0.1 -0.2 -0.1
H -0.660249 3.648691 -9.110550 0.7 -0.2 -0.6
C -4.922867 2.175852 3.575133 -0.2 1.5 -1.2
C -5.204938 1.892063 2.098487 -0.4 -0.6 -0.5
C -6.667785 1.252430 1.980168 2.8 0.8 1.0
O -5.061072 3.096212 1.326520 -1.3 -0.6 0.0
H -5.496634 1.500292 4.151853 -0.2 -0.7 1.0
H -5.244078 3.212961 3.781762 -0.1 -0.5 0.0
H -3.871427 2.167694 3.784561 0.6 -0.3 0.3
H -4.445242 1.153059 1.702955 -0.8 0.5 0.3
H -6.633466 0.439159 2.695487 -0.4 -0.5 -0.2
H -6.842095 0.921217 0.986807 -0.4 -0.3 -0.8
H -7.375890 1.969635 2.347976 -0.6 0.5 -0.1
H -5.977234 3.308134 0.983832 1.1 0.4 0.2
C -2.283548 0.239219 -4.766344 -0.7 0.0 -0.1
C -1.481572 -1.042017 -4.889125 0.5 0.8 1.3
C -0.673179 -1.115246 -6.121219 0.7 0.5 -2.3
O -0.618044 -1.150140 -3.727905 1.0 -0.6 -0.1
H -1.684943 1.139336 -4.853250 0.2 0.0 -0.4
H -2.719254 0.317591 -3.792370 -0.2 -0.2 1.0
H -3.181350 0.265657 -5.420934 0.9 0.0 -0.1
H -2.138221 -1.852022 -4.748209 -1.2 -1.3 -0.5
H -0.007258 -1.988961 -6.162332 -0.2 0.2 0.1
H -0.042158 -0.207515 -6.224882 -0.2 -0.5 0.3
H -1.271020 -1.107946 -7.073525 0.2 -0.2 1.0
H -0.102614 -2.029245 -3.753072 -1.1 1.5 0.2
C -5.566943 2.878447 -7.554111 1.9 -2.3 0.2
C -5.764201 4.332861 -7.500352 -0.1 0.7 -0.9
C -6.275559 4.767486 -6.161479 0.1 -0.6 0.9
O -4.567299 5.072928 -7.677752 1.1 -0.4 -0.9
H -6.442156 2.420612 -7.147110 -0.8 -0.6 -0.3
H -4.765490 2.497582 -6.876379 -0.3 0.7 -0.1
H -5.255679 2.434554 -8.532973 -0.7 0.6 0.5
H -6.486816 4.542162 -8.344472 0.4 0.4 0.9
H -7.266833 4.448780 -5.948391 -1.1 -0.6 -0.2
H -6.334493 5.826194 -6.122295 0.4 1.1 0.2
H -5.691285 4.349443 -5.310686 0.1 0.5 -0.7
H -3.905406 4.547813 -8.190705 -0.8 0.6 0.6
C -0.940255 1.350101 -1.021198 0.0 1.2 -0.2
C 0.498746 0.952512 -0.882500 0.5 -0.5 -1.4
C 0.713351 -0.363352 -0.173911 1.3 0.8 0.3
O 1.109527 0.784829 -2.216378 0.4 1.4 1.6
H -1.326136 1.812154 -0.131459 -0.1 -0.1 0.8
H -1.562082 0.505369 -1.249984 -0.4 -0.4 -0.5
H -1.039288 2.183701 -1.737458 0.0 -0.6 -0.2
H 1.071290 1.754274 -0.401790 0.0 -0.1 -0.1
H 1.802313 -0.528914 -0.250517 -0.4 -0.2 0.6
H 0.253267 -1.184604 -0.680809 -0.6 -0.3 -0.4
H 0.380206 -0.296650 0.860332 0.1 -0.2 0.2
H 0.576549 0.167849 -2.692340 -0.9 -0.9 -0.8
C 4.868172 -6.643102 4.735010 0.5 -1.8 -1.4
O 4.332041 -6.595017 6.014044 -0.7 0.5 -0.3
C 3.373094 -5.536827 6.070920 -0.5 0.0 -0.9
C 3.185968 -5.274974 7.523984 -1.3 0.7 0.6
N 2.063118 -4.337444 7.793065 -0.7 -1.1 1.0
C 0.744793 -5.016691 7.772906 0.5 -0.5 -0.9
C -0.470756 -4.118585 7.921107 0.7 0.8 0.8
O -0.747294 -3.289395 6.749804 0.7 -1.2 1.4
C -0.659275 -4.008727 5.529265 0.4 0.8 0.5
H 5.222594 -5.669147 4.534713 0.9 1.1 -0.8
H 4.171944 -6.920439 3.900288 -0.1 0.2 0.8
H 5.684305 -7.405940 4.630556 -0.5 0.8 0.6
H 2.414395 -5.857645 5.609632 0.3 -0.2 0.2
H 3.593508 -4.579435 5.455910 0.5 -1.3 1.1
H 4.105246 -4.912113 7.949941 0.4 0.5 0.2
H 3.007279 -6.231592 8.058669 -0.2 0.5 -0.4
H 2.027444 -3.523140 7.206667 0.4 0.2 -0.5
H 0.749530 -5.823403 8.512329 -0.1 0.4 0.3
H 0.601978 -5.560166 6.823747 0.1 -0.1 0.1
H -0.210353 -3.398914 8.699855 -0.1 0.2 0.0
H -1.317632 -4.698540 8.382152 0.2 0.4 -1.3
H -1.284756 -3.405797 4.917834 -0.5 0.0 -1.2
H -1.038526 -4.990575 5.694257 -0.5 -0.9 -0.4
H 0.360806 -4.077514 5.094931 -0.3 0.1 0.4
C -4.011365 3.939166 -2.294638 -1.6 -1.5 0.2
O -5.440258 4.088436 -2.075902 0.1 -0.5 -0.3
C -6.138468 2.897068 -1.695140 0.5 -0.4 0.4
C -7.522626 3.288244 -1.179638 1.4 0.9 -0.1
N -7.361733 4.260263 -0.049359 -0.1 1.1 -1.6
C -8.632742 4.735789 0.512628 -0.5 -1.1 0.2
C -8.404509 6.045142 1.250232 -0.1 0.8 -0.9
O -7.914973 6.956193 0.263918 0.0 1.4 0.0
C -7.786593 8.300998 0.800656 -0.6 -0.8 -1.7
H -3.599004 3.607760 -1.343169 0.5 0.2 0.0
H -3.629026 4.872978 -2.651062 0.2 0.5 0.0
H -3.829726 3.155412 -3.054495 0.0 0.3 0.2
H -5.579589 2.276356 -0.949482 -0.2 0.9 -0.2
H -6.322297 2.166444 -2.502105 0.3 0.5 -0.5
H -7.967615 2.351987 -0.880871 -0.6 -0.1 0.4
H -8.046938 3.696243 -2.062630 -0.3 0.1 0.5
H -6.972058 5.143167 -0.496126 -0.1 -1.6 0.6
H -9.038655 3.912543 1.144216 0.2 0.7 0.0
H -9.406488 4.890901 -0.265028 0.3 0.2 0.1
H -7.596010 5.995880 1.981732 -0.4 -0.4 0.6
H -9.343706 6.523935 1.598767 0.4 -0.8 0.5
H -7.557428 8.983839 -0.018757 0.3 -0.3 -0.1
H -7.018748 8.348606 1.525967 0.9 0.0 0.9
H -8.712557 8.688922 1.202510 -0.5 -0.3 0.4
C -6.919263 -5.625059 -1.302838 0.4 0.7 -1.3
O -6.226271 -5.602622 -0.115061 0.1 1.4 1.5
C -6.718743 -4.616146 0.816543 -0.1 -0.1 -1.0
C -5.690225 -4.457759 1.893613 0.5 -0.2 -0.2
N -6.210680 -3.633536 2.951338 -0.3 0.0 -0.9
C -5.249947 -3.171727 3.918756 0.5 -0.2 -0.5
C -4.396571 -1.983836 3.390536 0.3 1.5 0.7
O -3.127002 -2.385851 2.937801 1.3 -1.0 -0.4
C -2.076029 -1.425555 2.846451 -0.9 1.3 -0.3
H -6.333618 -6.273122 -1.937495 -0.3 -0.4 -0.4
H -7.057500 -4.662696 -1.854375 0.6 -0.1 0.6
H -7.913721 -5.952516 -1.165060 -1.3 -0.9 0.1
H -7.708992 -4.886433 1.213736 0.1 -0.3 0.0
H -6.880258 -3.644888 0.309220 0.2 -0.3 0.1
H -4.818650 -4.001833 1.439135 0.2 0.5 0.0
H -5.302004 -5.443633 2.192745 -0.3 -0.1 0.3
H -7.047331 -4.069555 3.304635 0.1 0.1 0.6
H -4.548444 -4.013362 4.187284 -0.4 0.9 0.3
H -5.851813 -2.813861 4.757912 0.5 -0.1 0.2
H -4.176008 -1.292011 4.243440 -0.6 -0.3 -0.3
H -4.920198 -1.380697 2.595464 0.2 -0.7 0.6
H -1.775710 -0.944865 3.804368 -0.8 -0.2 -0.2
H -2.352400 -0.622862 2.085464 0.4 -0.7 0.9
H -1.134648 -1.865698 2.533781 -0.2 -0.7 -0.4
C 4.550781 -2.540280 -5.326141 0.1 1.2 -0.2
O 3.583082 -1.546714 -5.437134 -1.3 1.7 0.4
C 3.741042 -0.418526 -4.558948 -0.5 1.2 -1.7
C 2.842230 0.770857 -5.053444 0.3 -2.3 -0.8
N 3.020940 1.853444 -4.159502 -0.1 1.0 0.2
C 2.255891 2.990145 -4.604837 -0.6 0.7 -0.3
C 1.870126 3.996354 -3.542126 0.0 -0.6 0.1
O 1.656299 5.180294 -4.236197 -0.2 0.8 0.1
C 0.914791 6.172046 -3.512754 0.9 -1.0 -1.3
H 4.142406 -3.378989 -5.827031 -0.1 -1.0 -0.7
H 4.582531 -2.792157 -4.280194 1.2 -0.3 0.6
H 5.457463 -2.169334 -5.862722 -0.1 -0.7 1.0
H 4.758917 -0.032199 -4.543620 0.4 -0.2 -0.2
H 3.459453 -0.563551 -3.532756 -0.3 -0.9 0.7
H 1.787389 0.396545 -5.152930 0.5 0.3 0.3
H 3.133346 1.073989 -6.066891 0.1 -0.1 0.1
H 2.634096 1.574214 -3.277407 -0.2 -0.2 0.6
H 1.297700 2.727042 -5.066520 -0.2 -0.5 -0.1
H 2.747951 3.574212 -5.387494 0.5 -0.2 0.0
H 2.608268 4.065463 -2.759868 0.8 0.3 0.4
H 0.962597 3.703995 -3.019727 -0.5 -0.3 0.1
H -0.074941 5.774330 -3.297057 -0.2 0.2 0.4
H 0.880003 6.950323 -4.253067 -0.5 0.8 0.1
H 1.478607 6.469268 -2.640967 -0.1 0.2 0.5
C -2.051268 8.083430 -6.252753 -0.4 -0.4 -2.9
O -1.689477 8.130368 -4.964821 1.6 0.4 2.2
C -2.516089 7.660733 -3.954584 -0.4 -0.8 1.2
C -2.256061 8.526777 -2.703540 -0.5 -0.1 0.6
N -2.517151 7.813066 -1.429934 0.0 -0.7 -1.6
C -3.887610 7.392758 -1.218343 -0.1 -0.9 0.2
C -4.098280 6.510628 0.056956 -0.6 0.1 -1.6
O -3.789629 7.320729 1.135638 0.2 1.1 1.8
C -4.304141 7.103871 2.476128 -0.3 0.3 -1.5
H -3.033482 8.540042 -6.400393 -0.3 -0.3 -0.2
H -1.963692 7.077909 -6.750320 -0.7 0.6 0.7
H -1.340087 8.697555 -6.818810 -0.1 0.1 0.1
H -2.242724 6.611171 -3.643390 -0.3 0.6 -0.5
H -3.579934 7.687787 -4.259962 0.3 -0.1 0.0
H -2.776993 9.498157 -2.784084 -0.3 -0.3 0.0
H -1.216569 8.802009 -2.714637 0.6 -0.1 0.0
H -2.134810 8.285944 -0.640045 0.0 0.4 0.4
H -4.303445 6.844112 -2.098516 0.6 0.2 0.6
H -4.554865 8.239922 -1.116023 -0.4 0.5 0.2
H -3.507178 5.582699 0.066130 -0.1 0.2 -0.2
H -5.167751 6.245229 -0.039060 0.2 -0.1 0.6
H -4.354724 8.081504 2.965848 -0.3 0.0 -0.3
H -3.620556 6.544306 3.090508 0.3 -0.8 0.0
H -5.305597 6.638555 2.412993 0.5 0.1 0.2
C 2.205345 -4.095159 2.500821 2.0 -0.3 1.1
O 3.233392 -4.116201 1.496229 -0.7 1.2 -0.2
C 2.710515 -3.847674 0.193881 -0.6 -1.0 -1.1
C 2.983554 -5.065611 -0.738854 0.9 1.6 0.1
N 2.242567 -6.229965 -0.407093 -0.9 -0.3 0.7
C 2.697546 -7.486671 -0.959887 0.2 1.3 -0.7
C 2.148482 -8.746609 -0.354139 -0.9 -0.1 -0.6
O 2.867847 -9.140069 0.802311 -0.6 0.7 -0.3
C 2.598869 -10.456730 1.193616 1.7 -1.5 -0.8
H 1.479057 -3.278703 2.482755 0.3 0.1 -0.4
H 2.765029 -4.076284 3.483626 -0.7 0.1 -0.9
H 1.727108 -5.049798 2.438126 -0.9 -0.6 0.2
H 3.099186 -2.955076 -0.325706 0.4 -0.1 0.7
H 1.633175 -3.677762 0.270826 -0.1 -0.1 0.0
H 4.086213 -5.168376 -0.668559 -0.2 -0.4 -0.2
H 2.770128 -4.760037 -1.779478 0.0 0.0 0.3
H 2.055941 -6.296244 0.560551 0.1 0.0 1.2
H 3.793182 -7.500542 -0.968074 0.1 -0.4 -0.1
H 2.323529 -7.352090 -1.979151 0.4 -1.0 -0.4
H 2.285252 -9.513822 -1.155819 -0.4 0.2 0.6
H 1.035197 -8.577067 -0.146363 1.2 -0.5 -0.1
H 1.528566 -10.661595 1.437259 0.8 0.1 -0.2
H 3.310214 -10.658546 2.017394 -0.9 0.2 0.1
H 3.039515 -11.185504 0.392821 -1.3 1.0 0.9
C 6.062212 4.253370 2.435331 1.8 0.7 -2.1
O 4.921474 4.646783 1.728707 -1.3 0.9 0.0
C 3.782433 4.221445 2.445409 0.1 -2.7 1.3
C 2.424959 4.733813 2.099794 0.2 1.3 -1.4
N 2.162466 4.342446 0.722810 -1.1 -2.2 1.0
C 1.127644 5.181166 0.134560 -0.1 -0.8 -0.7
C -0.242673 5.160307 0.837425 -0.2 0.7 -1.6
O -0.543502 3.826252 1.067529 -0.1 -1.2 -0.2
C -1.614587 3.612426 1.981235 0.0 0.7 -0.8
H 6.105041 4.695108 3.439320 0.2 0.0 -0.2
H 6.920313 4.593581 1.728218 -1.1 -0.4 1.7
H 6.134558 3.168649 2.469351 0.0 -0.3 0.3
H 3.948315 4.387876 3.518355 0.1 0.0 0.1
H 3.759404 3.090828 2.282123 -0.2 1.2 0.6
H 2.438165 5.806166 2.019753 0.1 0.9 0.8
H 1.557561 4.426083 2.734803 1.1 0.1 0.3
H 1.768280 3.388269 0.977015 0.2 1.1 -1.7
H 0.988641 4.770253 -0.887399 -0.1 0.5 0.4
H 1.559162 6.191636 0.076758 -0.4 -0.1 -0.1
H -0.998045 5.619615 0.136672 0.5 -0.2 0.5
H -0.276556 5.745073 1.741572 0.2 0.3 0.7
H -1.779091 2.495499 2.020523 -0.2 1.3 0.0
H -2.525489 4.225076 1.585406 1.2 -1.3 1.2
H -1.155709 3.980494 2.925570 -1.2 -0.2 0.1
C 4.984515 1.189100 8.491438 -0.1 -1.0 1.3
O 4.140246 0.582156 7.530686 0.3 0.0 0.2
C 3.470426 -0.627955 7.927892 0.5 1.4 0.6
C 2.209073 -0.793371 7.158552 -1.2 1.1 -1.0
N 2.314080 -1.471237 5.809935 1.0 0.9 1.9
C 2.787327 -0.681373 4.648178 0.0 -1.6 0.2
C 2.075608 0.609812 4.485690 -0.1 0.9 0.6
O 0.709581 0.304230 4.571249 -0.6 -0.6 -0.3
C -0.038182 1.364409 4.108454 -0.8 1.9 0.9
H 4.642886 1.087702 9.533276 -0.8 -0.1 -0.2
H 5.082838 2.245852 8.352452 0.0 0.5 -0.7
H 5.967061 0.741809 8.627832 0.4 -0.2 -0.9
H 3.245904 -0.549907 9.014814 0.0 0.0 -0.5
H 4.054154 -1.524508 7.785832 0.7 -0.3 -0.1
H 1.591837 0.199772 7.125253 1.1 -1.6 0.0
H 1.660167 -1.463065 7.807359 -0.6 -0.3 -0.2
H 1.374000 -1.761809 5.673344 -0.8 -0.3 -0.7
H 2.531483 -1.391028 3.809890 0.6 1.0 0.4
H 3.864636 -0.489136 4.711574 -0.1 -0.4 -0.1
H 2.237303 1.088013 3.522507 0.5 0.0 -0.3
H 2.388992 1.356911 5.272827 -0.4 -0.6 -0.5
H 0.115953 2.212313 4.826356 0.0 -0.1 -0.8
H -1.113479 1.209124 4.139482 -0.1 -0.7 0.1
H 0.175324 1.690331 3.082526 0.4 -0.1 0.0
C 6.168840 2.265846 -1.539094 -2.0 -0.1 -1.8
O 5.675119 1.330550 -0.592365 0.1 0.3 0.6
C 4.341105 1.552715 -0.123410 0.9 2.4 -0.3
C 4.049586 0.971821 1.193683 1.1 -1.8 1.8
N 3.981361 -0.530351 1.293743 0.6 1.1 -1.5
C 5.261821 -1.215754 1.017727 -0.3 0.9 -0.8
C 6.343695 -0.895798 2.021450 -0.7 -0.1 0.3
O 5.917478 -1.248798 3.360840 0.8 -0.2 -0.6
C 5.823278 -2.657508 3.569820 -0.8 -0.1 0.2
H 5.784750 3.296179 -1.422004 0.4 -0.3 0.7
H 5.752619 2.032965 -2.572532 0.6 -0.1 0.9
H 7.241810 2.224990 -1.594872 0.4 0.0 0.3
H 3.630960 1.199730 -0.805973 -1.1 -0.7 -1.5
H 4.130876 2.668411 -0.010709 0.5 -1.1 -0.2
H 3.090546 1.357220 1.497341 -0.6 0.0 0.1
H 4.785951 1.376400 1.921441 -0.3 -0.1 -0.2
H 3.738511 -0.774187 2.226465 -0.3 -0.1 0.8
H 5.638357 -0.897103 0.023682 -0.3 -0.3 0.5
H 5.046721 -2.274728 0.976999 0.0 -0.4 0.0
H 6.515028 0.180066 2.000590 0.0 0.0 0.3
H 7.267235 -1.359895 1.682326 0.3 -0.4 0.4
H 5.424351 -2.801837 4.593810 0.3 0.2 -0.4
H 6.810798 -3.179915 3.518450 -0.7 0.4 -0.3
H 5.037802 -3.097290 2.890517 1.0 0.1 0.4
C 1.019813 -4.274875 -4.107403 0.0 -1.7 1.1
O 0.455160 -3.557029 -3.019755 0.2 0.4 0.3
C -0.336801 -4.330833 -2.118211 -0.8 0.4 -0.1
C -1.171193 -3.503030 -1.101825 0.3 -1.2 -0.5
N -2.236413 -2.773612 -1.733149 -1.9 -0.9 1.3
C -3.311068 -2.306940 -0.772207 2.2 -0.8 -0.1
C -4.524461 -1.972057 -1.546382 0.8 -1.4 -1.7
O -5.440833 -1.259074 -0.835173 -1.5 0.4 0.5
C -6.768034 -1.405386 -1.369166 0.5 0.4 1.7
H 1.713767 -3.581902 -4.528318 0.4 0.4 -0.7
H 0.218853 -4.587710 -4.820869 0.7 0.1 0.4
H 1.630238 -5.206343 -3.750898 -1.2 1.4 -0.5
H 0.306198 -5.038430 -1.619500 0.3 -0.3 0.4
H -1.068238 -4.850857 -2.720021 -0.3 -0.5 -0.2
H -0.525138 -2.869529 -0.523322 0.5 0.3 0.5
H -1.626288 -4.241758 -0.402183 0.4 0.3 -0.4
H -1.869639 -2.041476 -2.288030 0.3 1.1 -0.5
H -2.969599 -1.467972 -0.197191 0.2 0.8 0.5
H -3.506968 -3.114330 -0.045145 0.1 0.2 -0.4
H -4.899170 -2.985505 -1.791269 -0.3 0.5 -0.6
H -4.175481 -1.450537 -2.467967 -0.5 -0.2 0.2
H -6.895253 -0.738218 -2.217880 -0.1 -0.3 -0.5
H -7.396079 -1.032128 -0.544555 -0.1 -0.2 -0.4
H -6.998823 -2.475202 -1.531722 0.1 0.6 -0.4
C 9.634262 -3.371117 -2.583093 -0.2 0.2 -1.5
O 9.170018 -3.901287 -1.419704 -0.7 -0.4 1.7
C 8.831403 -5.271931 -1.462085 2.4 0.0 -2.9
C 8.323716 -5.790442 -0.220641 -0.8 -0.1 1.7
N 7.118566 -5.046731 0.042606 -0.5 -1.0 0.3
C 6.391510 -5.450875 1.236774 0.6 1.2 0.2
C 5.807785 -6.815002 1.114955 0.6 -0.2 -2.5
O 6.802036 -7.702917 1.556371 -1.2 -1.5 1.2
C 6.198602 -8.998168 1.560596 0.8 0.0 -0.5
H 10.565473 -3.752569 -2.932539 1.3 -0.6 0.2
H 9.732471 -2.326466 -2.456847 0.2 1.2 0.3
H 9.007051 -3.501215 -3.461351 -0.8 -0.2 0.0
H 9.763751 -5.852754 -1.699732 -0.5 0.4 -0.2
H 8.095234 -5.416767 -2.286378 0.3 -0.1 0.5
H 9.024352 -5.714421 0.665651 -0.3 -0.4 -1.0
H 8.081036 -6.824378 -0.486395 0.1 -0.1 0.7
H 7.365456 -4.079914 -0.036351 -0.3 0.6 0.5
H 5.624735 -4.717544 1.352788 -0.7 0.4 0.3
H 7.000012 -5.438794 2.183375 -0.2 0.0 -0.6
H 5.667874 -7.091459 -0.001694 -0.2 0.7 1.4
H 4.840302 -6.924022 1.599273 0.0 -0.1 0.4
H 5.980151 -9.267559 0.512239 0.1 -0.4 0.4
H 5.300341 -9.112414 2.140527 -0.9 0.8 0.2
H 6.830156 -9.690425 2.083607 1.0 -0.4 -0.4
```
Forces are in eV/Å.

Computed properties:
Net charge = 0
HOMO = -8.33 eV
Gap between HOMO and LUMO = 8.85 eV
E_tot = -158975.3026 eV
Max |F| = 0.07390 Eh/bohr
ΔE to the lowest compared entry with this formula, charge and spin = 113.7 kcal per mole

Löwdin atomic charge list, values in e, 99 entries: -0.0369 -0.4814 -0.0464 -0.0398 0.0900 0.0831 0.0221 0.1352 0.0729 0.0726 0.0773 0.0704 -0.0525 -0.4429 -0.0227 -0.1150 0.0522 0.0899 0.0521 0.1292 0.0601 0.0408 0.0705 0.0495 -0.0374 -0.4741 -0.0522 -0.1164 0.0574 0.0503 0.0968 0.1176 0.0798 0.0780 0.1018 0.0922 -0.0856 -0.5319 -0.0568 -0.0640 0.0706 0.0875 0.0983 0.1505 0.0656 0.0690 0.0943 0.0933 -0.0337 -0.4161 -0.0325 -0.0708 0.0474 0.0657 0.0910 0.1207 0.0715 0.0441 0.0795 0.0326 -0.1332 -0.1623 -0.2455 -0.1938 -0.0290 -0.2331 -0.1899 -0.1881 -0.1018 0.0562 0.0932 0.1079 0.1186 0.1247 0.1096 0.1320 0.0554 0.1201 0.0850 0.1118 0.1316 0.0670 0.0810 0.0846 -0.0547 -0.2019 -0.2357 -0.1775 -0.0632 -0.2035 -0.2065 -0.2284 -0.0704 0.0787 0.0551 0.0892 0.1161 0.1173 0.1055